{
  "formula": "C61H62BrN10OPPbS",
  "method": "ωB97M-V/def2-TZVPD",
  "e_homo_ev": [-15.754, -15.825],
  "lumo_energy_ev": [-11.53, -12.67],
  "orbital_gap_ev": [4.23, 3.16],
  "charge": 4,
  "symbols": ["Pb", "C", "N", "C", "N", "C", "C", "C", "C", "C", "C", "C", "C", "C", "C", "C", "C", "C", "C", "P", "C", "N", "C", "C", "N", "C", "C", "C", "C", "C", "C", "C", "C", "C", "C", "C", "C", "C", "C", "N", "C", "C", "N", "C", "C", "C", "C", "C", "C", "C", "C", "C", "C", "C", "C", "C", "H", "H", "H", "H", "H", "H", "H", "H", "H", "H", "H", "H", "H", "H", "H", "H", "H", "H", "H", "H", "H", "H", "H", "H", "H", "H", "H", "H", "H", "H", "H", "H", "H", "H", "H", "H", "H", "H", "H", "C", "N", "C", "C", "O", "H", "H", "H", "H", "H", "H", "H", "C", "N", "C", "C", "S", "N", "C", "C", "H", "H", "H", "H", "H", "H", "H", "H", "H", "H", "H", "H", "Br", "C", "C", "C", "N", "C", "C", "H", "H", "H", "H"],
  "xyz": [[-0.135, -0.101, -0.712], [1.192, -1.639, 4.876], [0.470, -1.712, 3.597], [0.705, -0.958, 2.490], [-0.089, -1.344, 1.502], [-0.871, -2.364, 1.977], [-0.531, -2.602, 3.300], [-1.031, -3.606, 4.254], [-1.074, -4.948, 3.879], [-1.529, -5.906, 4.771], [-1.951, -5.533, 6.041], [-1.921, -4.198, 6.417], [-1.459, -3.237, 5.528], [-1.919, -2.993, 1.147], [-1.691, -3.237, -0.208], [-2.676, -3.796, -1.010], [-3.909, -4.126, -0.464], [-4.140, -3.905, 0.887], [-3.154, -3.347, 1.689], [1.950, 0.354, 2.389], [2.818, -0.197, 0.864], [2.315, -0.545, -0.314], [3.346, -1.055, -1.065], [4.535, -0.983, -0.292], [4.162, -0.444, 0.906], [5.071, -0.159, 2.030], [5.908, -1.322, -0.630], [6.476, -0.831, -1.816], [7.770, -1.167, -2.157], [8.512, -2.009, -1.334], [7.960, -2.503, -0.155], [6.671, -2.154, 0.204], [3.174, -1.673, -2.373], [2.181, -1.231, -3.264], [2.017, -1.822, -4.500], [2.838, -2.885, -4.880], [3.805, -3.359, -4.003], [3.971, -2.770, -2.762], [0.831, 1.721, 1.839], [-0.050, 1.757, 0.858], [-0.751, 2.953, 0.975], [-0.225, 3.661, 2.067], [0.757, 2.869, 2.583], [1.597, 3.219, 3.742], [-0.489, 5.028, 2.520], [-0.390, 6.074, 1.592], [-0.614, 7.380, 1.993], [-0.953, 7.654, 3.313], [-1.057, 6.620, 4.237], [-0.817, 5.312, 3.848], [-1.827, 3.426, 0.137], [-1.942, 3.047, -1.307], [-2.815, 4.000, -2.191], [-3.525, 5.087, -1.495], [-3.579, 5.150, -0.134], [-2.747, 4.334, 0.669], [2.212, -1.310, 4.703], [1.211, -2.624, 5.330], [0.708, -0.947, 5.561], [-0.733, -5.236, 2.890], [-1.549, -6.949, 4.477], [-2.296, -6.285, 6.740], [-2.264, -3.905, 7.402], [-1.449, -2.192, 5.827], [-0.703, -3.067, -0.621], [-2.471, -4.016, -2.052], [-4.673, -4.578, -1.084], [-5.093, -4.186, 1.323], [-3.344, -3.192, 2.743], [6.065, 0.034, 1.642], [5.118, -1.003, 2.715], [4.726, 0.717, 2.569], [5.900, -0.170, -2.453], [8.211, -0.774, -3.065], [9.523, -2.282, -1.610], [8.536, -3.166, 0.478], [6.236, -2.568, 1.108], [1.567, -0.380, -3.001], [1.260, -1.457, -5.185], [2.712, -3.348, -5.852], [4.421, -4.205, -4.282], [4.687, -3.193, -2.073], [1.687, 4.298, 3.797], [2.584, 2.787, 3.628], [1.151, 2.854, 4.664], [-0.096, 5.858, 0.570], [-0.510, 8.189, 1.279], [-1.127, 8.676, 3.627], [-1.325, 6.835, 5.264], [-0.920, 4.509, 4.571], [-0.946, 2.859, -1.710], [-2.305, 4.364, -3.083], [-4.077, 5.798, -2.104], [-4.201, 5.889, 0.358], [-2.790, 4.483, 1.741], [3.659, 2.469, -2.862], [2.475, 2.365, -3.713], [2.647, 2.561, -5.156], [1.308, 2.039, -3.193], [1.104, 1.809, -1.979], [4.337, 3.209, -3.278], [4.175, 1.506, -2.809], [3.362, 2.765, -1.860], [3.194, 3.483, -5.339], [1.677, 2.629, -5.642], [3.205, 1.733, -5.591], [0.491, 1.986, -3.926], [-3.553, -1.254, 4.106], [-4.801, -0.961, 3.397], [-6.011, -1.209, 4.202], [-4.823, -0.255, 2.265], [-3.408, 0.619, 1.770], [-5.924, -0.235, 1.499], [-6.850, -1.375, 1.395], [-6.178, 0.817, 0.514], [-3.677, -2.195, 4.642], [-3.324, -0.466, 4.828], [-2.728, -1.353, 3.405], [-5.782, -0.963, 5.237], [-6.322, -2.252, 4.159], [-6.828, -0.572, 3.878], [-6.438, -2.252, 1.880], [-6.981, -1.604, 0.338], [-7.827, -1.142, 1.818], [-5.662, 1.732, 0.792], [-7.249, 1.012, 0.490], [-5.861, 0.502, -0.485], [-4.977, 3.585, -5.009], [-3.920, 2.457, -3.963], [-3.802, 2.817, -2.524], [-2.923, 1.864, -1.681], [-2.244, 0.774, -2.348], [-2.435, 0.590, -3.596], [-3.290, 1.403, -4.469], [-4.793, 2.989, -2.105], [-3.427, 1.455, -0.804], [-1.901, -0.246, -4.054], [-3.390, 1.134, -5.514]],
  "lowdin_charge": [1.4643, 0.0139, -0.0263, -0.4539, 0.0006, -0.1747, -0.1041, -0.1947, -0.0163, -0.0407, -0.0415, -0.0468, -0.0678, -0.1736, -0.0766, -0.0623, -0.0508, -0.0459, -0.0242, 1.2092, -0.3660, 0.0252, -0.1033, -0.0501, -0.0194, 0.0149, -0.1773, -0.0052, -0.0216, 0.0020, -0.0161, -0.0126, -0.1277, -0.0360, -0.0287, 0.0013, -0.0135, 0.0208, -0.3894, 0.0123, -0.1519, -0.0719, -0.0197, 0.0149, -0.2058, -0.0289, -0.0379, -0.0261, -0.0323, -0.0265, -0.0548, -0.1021, -0.1541, 0.0639, 0.0151, 0.0551, 0.0730, 0.1080, 0.1034, 0.1266, 0.1205, 0.1224, 0.1203, 0.1141, 0.0805, 0.1126, 0.1192, 0.1145, 0.0962, 0.1088, 0.1101, 0.0764, 0.1132, 0.1282, 0.1338, 0.1309, 0.1272, 0.0461, 0.1218, 0.1337, 0.1323, 0.1276, 0.1065, 0.0714, 0.1094, 0.1265, 0.1225, 0.1266, 0.1254, 0.1263, 0.1198, 0.1646, 0.1465, 0.1363, 0.1367, 0.0037, -0.1494, -0.0020, -0.3240, -0.2033, 0.1061, 0.0785, 0.0913, 0.1044, 0.0967, 0.1016, 0.1494, -0.1102, -0.1802, -0.0133, -0.7261, 0.6365, -0.1889, -0.0269, -0.0765, 0.0878, 0.1050, 0.0207, 0.1016, 0.0998, 0.0958, 0.0686, 0.1007, 0.1032, 0.0533, 0.1012, 0.0891, 0.8978, -0.6600, -0.2099, -0.2286, -0.0171, -0.1148, -0.0775, 0.1501, 0.0735, 0.1218, 0.1164]
}

---

{
  "formula": "C27H52Cl5CuNO8",
  "method": "ωB97M-V/def2-TZVPD",
  "e_homo_ev": [-7.403, -7.307],
  "lumo_energy_ev": [-0.11, -0.79],
  "orbital_gap_ev": [7.29, 6.52],
  "spin_multiplicity": 2,
  "s2": 0.76,
  "symbols": ["Cu", "C", "C", "C", "C", "N", "C", "C", "C", "C", "C", "H", "H", "H", "H", "H", "H", "H", "H", "H", "H", "H", "H", "H", "H", "H", "H", "H", "H", "H", "H", "Cl", "C", "C", "O", "H", "H", "H", "H", "H", "C", "C", "O", "H", "H", "H", "H", "H", "O", "C", "O", "C", "C", "C", "H", "H", "H", "H", "H", "H", "O", "C", "O", "C", "C", "C", "H", "H", "H", "H", "H", "H", "O", "C", "O", "C", "C", "C", "H", "H", "H", "H", "H", "H", "C", "Cl", "Cl", "H", "H", "C", "Cl", "Cl", "H", "H"],
  "xyz": [[3.529, -29.091, 14.543], [3.567, -22.395, 12.901], [2.800, -22.379, 14.185], [1.392, -22.974, 14.066], [1.399, -24.444, 13.451], [-0.006, -25.069, 13.234], [0.162, -26.522, 12.726], [0.325, -26.525, 11.159], [-0.625, -25.404, 10.740], [-0.808, -24.428, 11.986], [-0.871, -25.086, 14.549], [4.634, -22.201, 13.007], [3.245, -21.651, 12.172], [3.598, -23.385, 12.445], [2.634, -21.379, 14.585], [3.426, -22.923, 14.891], [0.737, -22.328, 13.482], [0.882, -22.969, 15.030], [2.046, -25.204, 13.890], [1.697, -24.329, 12.409], [-0.789, -26.990, 12.983], [1.028, -26.971, 13.213], [-0.120, -27.465, 10.835], [1.361, -26.344, 10.871], [-1.614, -25.770, 10.466], [-0.279, -24.856, 9.863], [-1.860, -24.624, 12.196], [-0.713, -23.346, 11.904], [-0.950, -24.143, 15.090], [-0.503, -25.873, 15.207], [-1.896, -25.375, 14.315], [4.989, -27.007, 14.089], [2.288, -32.615, 12.967], [3.391, -32.601, 14.017], [3.922, -31.307, 14.112], [2.605, -32.378, 11.952], [1.508, -31.898, 13.228], [1.820, -33.599, 12.982], [4.195, -33.298, 13.778], [2.962, -32.912, 14.970], [-0.376, -30.157, 15.209], [0.298, -28.918, 15.816], [1.525, -28.645, 15.235], [0.166, -31.075, 15.434], [-0.530, -30.005, 14.141], [-1.366, -30.283, 15.649], [0.349, -29.022, 16.900], [-0.423, -28.104, 15.729], [4.168, -29.213, 16.764], [3.962, -29.913, 17.765], [4.979, -30.059, 18.698], [4.618, -30.982, 19.733], [3.102, -31.043, 19.632], [2.737, -30.723, 18.170], [4.942, -30.658, 20.722], [5.070, -31.967, 19.616], [2.670, -30.242, 20.233], [2.640, -31.970, 19.970], [1.718, -30.337, 18.143], [2.733, -31.634, 17.571], [2.986, -29.179, 12.426], [3.396, -29.683, 11.367], [2.627, -29.845, 10.292], [3.283, -30.361, 9.136], [4.779, -30.147, 9.379], [4.873, -30.012, 10.899], [2.974, -29.798, 8.255], [3.067, -31.407, 8.916], [5.097, -29.212, 8.918], [5.481, -30.906, 9.035], [5.527, -29.170, 11.125], [5.251, -30.790, 11.563], [9.997, -27.580, 14.353], [9.349, -28.565, 14.664], [9.645, -29.786, 14.284], [8.654, -30.710, 14.637], [7.469, -29.904, 15.063], [8.169, -28.676, 15.573], [8.937, -31.298, 15.510], [8.437, -31.413, 13.833], [6.854, -30.425, 15.797], [6.840, -29.696, 14.197], [8.692, -28.818, 16.519], [7.502, -27.814, 15.559], [3.018, -25.548, 16.970], [3.989, -24.046, 17.369], [1.550, -25.730, 17.974], [2.692, -25.408, 15.939], [3.659, -26.422, 16.855], [-0.344, -30.857, 10.651], [-2.046, -31.008, 10.617], [0.398, -32.270, 9.867], [-0.142, -29.964, 10.059], [0.011, -30.784, 11.679]],
  "mulliken_spin": [0.5118, 0.0000, 0.0000, 0.0001, 0.0006, -0.0001, -0.0016, 0.0000, 0.0000, 0.0000, 0.0002, 0.0000, 0.0000, 0.0000, 0.0000, -0.0001, 0.0000, 0.0000, -0.0001, 0.0002, 0.0003, -0.0003, 0.0001, 0.0000, 0.0000, 0.0000, 0.0000, 0.0000, 0.0000, 0.0001, 0.0000, 0.0236, -0.0062, -0.0423, 0.3451, 0.0010, 0.0033, 0.0019, 0.0311, 0.0103, -0.0048, -0.0031, 0.0577, 0.0013, 0.0010, 0.0003, -0.0007, 0.0059, 0.0183, 0.0042, 0.0013, 0.0001, -0.0006, -0.0060, 0.0000, 0.0000, 0.0001, 0.0000, 0.0002, 0.0020, 0.0307, 0.0125, 0.0015, 0.0000, -0.0004, -0.0013, 0.0000, -0.0001, 0.0001, 0.0000, 0.0002, -0.0017, 0.0000, 0.0000, -0.0001, -0.0005, 0.0033, 0.0002, 0.0001, 0.0000, -0.0014, 0.0003, -0.0001, -0.0004, -0.0011, 0.0000, 0.0000, 0.0003, 0.0003, 0.0000, 0.0000, 0.0000, 0.0000, 0.0010]
}